(1)
ORCA calculation (the ωB97M-V functional and the def2-TZVPD basis) on a cluster of 4 separate species, C27H50BrCl3N5O9P2 in total.

Last column: Löwdin charge in e.
Positions of all 97 atoms, in Å:
1 C -8.13 1.11 7.66  -0.108
2 O -6.98 1.00 6.86  -0.200
3 C -5.82 0.57 7.53  -0.238
4 C -4.99 -0.38 6.66  -0.184
5 C -5.86 -1.33 5.86  -0.193
6 C -5.11 -2.51 5.19  -0.197
7 C -3.64 -2.26 4.86  -0.209
8 C -3.45 -1.35 3.63  -0.192
9 C -2.34 -1.84 2.68  -0.215
10 C -1.03 -1.13 3.02  -0.207
11 C 0.14 -1.67 2.19  -0.186
12 C 0.18 -1.07 0.77  -0.188
13 C 1.30 -0.05 0.56  -0.150
14 C 2.31 -0.47 -0.56  -0.112
15 C 2.78 0.73 -1.29  -0.122
16 C 3.96 1.38 -0.88  -0.200
17 N 4.62 0.79 0.23  0.089
18 C 4.38 2.53 -1.54  -0.185
19 P 5.96 3.31 -0.96  0.774
20 O 6.67 2.56 0.10  -0.409
21 C 3.59 3.05 -2.60  -0.323
22 P 3.83 4.58 -3.65  0.647
23 O 4.89 5.46 -2.77  -0.408
24 Br 5.24 3.70 -5.15  0.363
25 C 2.45 2.37 -2.95  -0.285
26 C 1.57 2.91 -4.01  -0.765
27 Cl 0.37 3.99 -3.39  0.786
28 C 1.64 2.67 -5.32  -0.737
29 C 0.73 3.30 -6.33  -0.091
30 Cl 2.82 1.59 -5.93  0.711
31 N 2.07 1.23 -2.31  0.056
32 C 0.82 0.55 -2.69  -0.102
33 C 0.95 -0.75 -3.53  -0.668
34 C 0.07 -0.71 -4.76  -0.102
35 Cl 2.64 -1.17 -3.94  0.671
36 H -8.71 0.18 7.64  0.087
37 H -8.76 1.90 7.27  0.084
38 H -7.89 1.34 8.70  0.084
39 H -6.07 0.06 8.47  0.117
40 H -5.22 1.45 7.79  0.120
41 H -4.36 -0.95 7.35  0.115
42 H -4.33 0.19 6.00  0.105
43 H -6.44 -0.77 5.13  0.109
44 H -6.60 -1.75 6.55  0.113
45 H -5.22 -3.41 5.79  0.105
46 H -5.61 -2.72 4.25  0.102
47 H -3.09 -1.89 5.71  0.098
48 H -3.21 -3.23 4.61  0.104
49 H -3.16 -0.35 3.95  0.101
50 H -4.39 -1.26 3.10  0.080
51 H -2.61 -1.66 1.64  0.074
52 H -2.20 -2.91 2.78  0.109
53 H -1.15 -0.08 2.76  0.112
54 H -0.82 -1.23 4.09  0.117
55 H 0.01 -2.75 2.11  0.109
56 H 1.09 -1.49 2.70  0.102
57 H -0.79 -0.60 0.59  0.104
58 H 0.26 -1.88 0.05  0.107
59 H 1.86 0.09 1.48  0.112
60 H 0.89 0.93 0.30  0.112
61 H 3.15 -0.97 -0.10  0.120
62 H 1.82 -1.18 -1.22  0.081
63 H 5.51 0.40 -0.05  0.096
64 H 4.80 1.49 0.94  0.094
65 H 5.62 4.61 -0.60  0.031
66 H 6.68 3.43 -2.16  0.018
67 H 5.80 5.34 -3.09  0.018
68 H -0.31 3.02 -6.17  0.092
69 H 0.83 4.39 -6.25  0.091
70 H 1.05 3.03 -7.33  0.074
71 H 0.21 1.25 -3.24  0.102
72 H 0.27 0.32 -1.78  0.129
73 H 0.61 -1.58 -2.91  0.093
74 H -0.97 -0.78 -4.45  0.097
75 H 0.27 -1.58 -5.39  0.085
76 H 0.21 0.20 -5.33  0.058
77 C 4.26 0.55 -9.20  0.025
78 N 3.94 0.15 -10.60  -0.457
79 O 4.81 0.29 -11.44  0.083
80 O 2.82 -0.27 -10.80  0.064
81 H 5.28 0.91 -9.17  0.095
82 H 3.55 1.32 -8.92  0.072
83 H 4.13 -0.33 -8.58  0.096
84 C -5.81 -3.05 -0.94  0.052
85 N -4.82 -2.67 0.11  -0.434
86 O -5.18 -1.91 0.98  0.075
87 O -3.71 -3.17 0.02  0.059
88 H -6.74 -2.53 -0.72  0.096
89 H -5.39 -2.74 -1.90  0.098
90 H -5.92 -4.12 -0.90  0.103
91 C 6.41 -1.62 2.30  0.047
92 N 5.20 -2.41 2.64  -0.455
93 O 4.99 -3.43 2.01  0.067
94 O 4.48 -1.96 3.51  0.061
95 H 6.94 -2.12 1.50  0.097
96 H 6.05 -0.64 1.99  0.071
97 H 7.02 -1.53 3.19  0.105

Relative energy (zero: lowest compared OMol25 entry of this formula, charge and spin), eV: 0.000
E_tot, hartree: -6646.52429
Lowest unoccupied orbital energy, eV: -4.44
Net charge: +1
HOMO level, eV: -10.583
Orbital gap, Eh: 0.22573



(2)
ORCA calculation (the ωB97M-V functional and the def2-TZVPD basis) on a cluster of 4 separate species, C27H50ClN3O23P6 in total.

Last column: Löwdin charge in e.
Positions of all 110 atoms, in Å:
1 H -2.06 5.95 2.41  0.049
2 N -1.94 4.98 2.70  0.099
3 C -1.41 4.30 1.77  -0.246
4 C -1.13 2.83 2.08  -0.114
5 C -0.85 1.99 0.83  -0.089
6 C -1.88 1.15 0.36  -0.115
7 N -3.12 1.19 1.07  -0.041
8 C -4.17 1.99 0.40  -0.033
9 C -3.53 -0.09 1.51  -0.461
10 C -5.02 -0.47 1.59  0.018
11 O -2.72 -0.91 1.88  0.091
12 C -1.61 0.37 -0.75  0.008
13 C -0.37 0.38 -1.42  -0.025
14 C 0.63 1.24 -0.97  -0.129
15 C 1.97 1.28 -1.74  -0.147
16 C 2.00 2.31 -2.91  -0.685
17 C 0.65 2.99 -3.21  -0.116
18 Cl 2.65 1.59 -4.44  0.617
19 C 0.39 2.05 0.18  -0.105
20 P 1.76 3.10 0.76  0.522
21 O 1.41 4.03 1.84  -0.259
22 O 2.98 2.15 1.21  -0.108
23 O 2.23 4.02 -0.50  -0.119
24 C -0.19 -0.56 -2.61  -0.293
25 O 0.45 -0.27 -3.58  0.086
26 C -0.94 -1.90 -2.48  -0.109
27 P -0.17 -3.44 -3.18  0.521
28 N 1.33 -3.22 -3.52  -0.129
29 O -0.92 -3.85 -4.55  -0.146
30 O -0.27 -4.68 -2.15  -0.140
31 C -2.12 -1.89 -1.85  -0.099
32 P -3.15 -3.40 -1.56  0.473
33 O -2.63 -4.17 -0.44  -0.228
34 O -3.28 -4.28 -2.91  -0.120
35 O -4.66 -2.98 -1.16  -0.109
36 C -2.66 -0.57 -1.30  -0.262
37 O -3.84 -0.34 -1.37  0.108
38 H -1.15 4.76 0.81  0.114
39 H -1.98 2.46 2.65  0.119
40 H -0.25 2.72 2.72  0.117
41 H -4.80 2.41 1.20  0.098
42 H -4.84 1.42 -0.25  0.073
43 H -3.73 2.86 -0.10  0.101
44 H -5.56 0.33 2.10  0.087
45 H -5.15 -1.45 2.06  0.094
46 H -5.40 -0.44 0.55  0.069
47 H 2.18 0.27 -2.12  0.103
48 H 2.80 1.53 -1.07  0.090
49 H 2.70 3.11 -2.66  0.076
50 H -0.05 2.21 -3.52  0.071
51 H 0.28 3.54 -2.34  0.071
52 H 0.75 3.69 -4.05  0.080
53 H 2.84 1.26 0.85  0.082
54 H 1.60 4.76 -0.47  0.092
55 H 1.63 -2.28 -3.27  -0.036
56 H -1.11 -4.80 -4.45  0.074
57 H 0.08 -4.35 -1.31  0.090
58 H -3.79 -3.80 -3.59  0.088
59 H -5.03 -2.38 -1.82  0.080
60 C -2.94 -5.33 -7.09  -0.113
61 O -4.23 -5.40 -7.71  -0.236
62 P -5.06 -3.95 -7.77  0.576
63 O -5.37 -3.78 -6.31  -0.273
64 O -6.26 -4.60 -8.62  -0.250
65 C -6.97 -5.71 -8.07  -0.103
66 O -5.50 -2.43 -8.32  -0.225
67 C -4.44 -1.46 -8.40  -0.116
68 H -2.38 -6.23 -7.34  0.092
69 H -2.38 -4.46 -7.45  0.083
70 H -3.06 -5.27 -6.01  0.069
71 H -6.98 -5.69 -6.98  0.085
72 H -6.53 -6.64 -8.42  0.085
73 H -8.00 -5.65 -8.43  0.089
74 H -3.67 -1.80 -9.10  0.082
75 H -4.00 -1.29 -7.42  0.083
76 H -4.87 -0.53 -8.77  0.087
77 C 6.37 -3.33 3.93  -0.112
78 O 5.06 -3.46 3.34  -0.244
79 P 4.00 -2.20 3.61  0.573
80 O 3.73 -2.42 5.07  -0.255
81 O 2.90 -2.85 2.64  -0.261
82 C 2.40 -4.16 2.93  -0.105
83 O 3.29 -0.70 3.41  -0.232
84 C 4.16 0.44 3.54  -0.118
85 H 7.03 -4.06 3.46  0.085
86 H 6.77 -2.33 3.77  0.079
87 H 6.31 -3.54 5.00  0.087
88 H 2.44 -4.37 4.00  0.087
89 H 2.98 -4.90 2.38  0.084
90 H 1.37 -4.20 2.60  0.088
91 H 4.94 0.40 2.78  0.084
92 H 4.61 0.47 4.54  0.089
93 H 3.57 1.33 3.39  0.065
94 C 3.99 4.71 4.59  -0.107
95 O 3.69 4.11 5.86  -0.246
96 P 4.55 4.69 7.17  0.572
97 O 5.91 4.13 6.85  -0.264
98 O 3.70 3.78 8.20  -0.254
99 C 3.70 2.37 8.03  -0.104
100 O 4.97 5.71 8.43  -0.228
101 C 5.23 7.08 8.06  -0.123
102 H 3.19 4.46 3.90  0.068
103 H 4.05 5.80 4.68  0.079
104 H 4.94 4.33 4.21  0.086
105 H 4.62 2.01 7.56  0.083
106 H 2.84 2.07 7.43  0.085
107 H 3.61 1.91 9.02  0.089
108 H 4.35 7.53 7.62  0.080
109 H 6.07 7.13 7.36  0.085
110 H 5.49 7.63 8.96  0.086

SMILES string: [H]/N=C/Cc1c(N(C)C(C)=O)c2c(c(C[C@H](C)Cl)c1P(=O)(O)O)C(=O)C(P(=N)(O)O)=C(P(=O)(O)O)C2=O.COP(=O)(OC)OC.COP(=O)(OC)OC.COP(=O)(OC)OC
E_tot, hartree: -5462.11353
Lowest unoccupied orbital energy, eV: -2.08
HOMO level, eV: -9.149
Orbital gap, Eh: 0.25981



(3)
ORCA calculation (the ωB97M-V functional and the def2-TZVPD basis) on a cluster of 8 separate species, C27H50F2O12 in total.

Last column: Löwdin charge in e.
Positions of all 91 atoms, in Å:
1 O 29.64 -24.06 8.77  0.146
2 C 30.75 -23.73 8.37  -0.534
3 O 31.21 -24.05 7.19  0.093
4 C 32.63 -23.87 7.16  -0.042
5 C 32.78 -22.75 8.19  -0.343
6 F 32.64 -21.60 7.55  0.092
7 O 31.62 -22.85 8.97  0.136
8 H 33.12 -24.76 7.56  0.134
9 H 33.17 -23.72 6.23  0.145
10 H 33.73 -22.70 8.72  0.171
11 O 23.04 -23.67 8.41  0.138
12 C 23.31 -24.05 9.54  -0.576
13 O 23.49 -23.31 10.59  0.096
14 C 23.70 -24.09 11.80  0.008
15 C 23.09 -25.39 11.29  -0.333
16 F 21.82 -25.55 11.69  0.077
17 O 23.20 -25.37 9.87  0.137
18 H 24.77 -24.30 11.88  0.142
19 H 23.20 -23.74 12.71  0.148
20 H 23.53 -26.31 11.67  0.164
21 C 29.31 -29.85 7.34  -0.171
22 C 27.81 -30.15 7.42  -0.178
23 C 27.45 -29.35 8.65  -0.199
24 O 28.59 -29.54 9.50  -0.154
25 C 29.81 -29.72 8.82  -0.178
26 H 29.45 -28.95 6.74  0.101
27 H 29.85 -30.58 6.74  0.101
28 H 27.74 -31.23 7.57  0.113
29 H 27.31 -29.85 6.50  0.113
30 H 26.51 -29.65 9.10  0.117
31 H 27.29 -28.30 8.38  0.115
32 H 30.25 -30.64 9.22  0.112
33 H 30.50 -28.90 9.00  0.108
34 C 26.58 -18.48 6.24  -0.154
35 C 27.38 -18.62 7.55  -0.160
36 C 27.45 -17.21 8.17  -0.214
37 O 26.84 -16.38 7.20  -0.144
38 C 26.85 -17.01 5.91  -0.206
39 H 25.51 -18.59 6.37  0.112
40 H 26.89 -19.04 5.36  0.107
41 H 28.44 -18.84 7.44  0.102
42 H 26.93 -19.28 8.29  0.104
43 H 28.48 -16.97 8.43  0.110
44 H 26.83 -17.17 9.07  0.113
45 H 27.78 -16.82 5.37  0.113
46 H 26.06 -16.62 5.27  0.117
47 C 31.56 -20.09 2.19  -0.136
48 C 31.44 -21.47 1.40  -0.134
49 C 31.30 -21.07 -0.07  -0.187
50 O 31.62 -19.65 -0.12  -0.167
51 C 31.23 -19.07 1.10  -0.235
52 H 32.57 -19.88 2.55  0.100
53 H 30.88 -19.95 3.03  0.101
54 H 30.46 -21.88 1.63  0.100
55 H 32.24 -22.18 1.62  0.100
56 H 30.30 -21.18 -0.47  0.107
57 H 31.84 -21.56 -0.87  0.114
58 H 30.16 -18.96 0.91  0.116
59 H 31.69 -18.09 1.23  0.121
60 C 31.40 -27.69 -0.19  -0.163
61 C 30.27 -28.68 -0.54  -0.194
62 C 30.89 -29.65 -1.51  -0.238
63 O 32.27 -29.73 -1.21  -0.158
64 C 32.61 -28.66 -0.18  -0.127
65 H 31.25 -27.16 0.76  0.104
66 H 31.50 -26.88 -0.91  0.104
67 H 29.33 -28.29 -0.92  0.110
68 H 29.98 -29.21 0.36  0.107
69 H 30.77 -29.20 -2.50  0.117
70 H 30.52 -30.66 -1.38  0.122
71 H 33.53 -28.09 -0.28  0.108
72 H 32.60 -29.22 0.75  0.107
73 C 21.19 -28.32 2.47  -0.181
74 C 19.98 -29.13 2.22  -0.213
75 C 18.86 -28.23 2.60  -0.197
76 O 19.39 -27.16 3.43  -0.135
77 C 20.76 -27.43 3.68  -0.188
78 H 21.45 -27.73 1.59  0.112
79 H 22.05 -28.95 2.68  0.108
80 H 20.01 -29.99 2.90  0.119
81 H 19.95 -29.39 1.16  0.120
82 H 18.13 -28.86 3.12  0.111
83 H 18.30 -27.76 1.79  0.118
84 H 20.87 -27.96 4.63  0.111
85 H 21.33 -26.51 3.79  0.115
86 C 26.47 -25.12 3.92  -0.147
87 O 26.17 -23.71 3.91  -0.136
88 H 25.82 -25.52 4.70  0.069
89 H 26.02 -25.64 3.07  0.074
90 H 27.51 -25.35 4.13  0.073
91 H 26.08 -23.42 4.82  0.067

SMILES string: O=C1OC[C@@H](F)O1.O=C1OC[C@@H](F)O1.C1CCOC1.C1CCOC1.C1CCOC1.C1CCOC1.C1CCOC1.CO
E_tot, hartree: -2161.19654
Lowest unoccupied orbital energy, eV: 0.03
HOMO level, eV: -9.433
Orbital gap, Eh: 0.34765



(4)
ORCA calculation (the ωB97M-V functional and the def2-TZVPD basis) on a structure of composition C27H50N5O9P2SV.

Last column: Mulliken spin population.
Positions of all 95 atoms, in Å:
1 V -0.60 -1.50 0.32  2.075
2 N 1.09 -0.49 -0.35  -0.052
3 C 2.09 -1.97 2.99  0.692
4 C 0.75 -1.46 3.40  0.102
5 O 0.59 -1.23 4.64  0.057
6 N -0.21 -1.35 2.44  0.097
7 C -1.42 -0.70 2.93  0.017
8 C -2.57 -0.62 1.93  -0.010
9 O -3.63 -0.10 2.25  -0.002
10 O -2.38 -1.21 0.78  -0.038
11 H 1.88 -1.09 -0.36  0.013
12 H 1.33 0.31 0.22  -0.016
13 H 2.84 -1.87 3.76  0.038
14 H 2.16 -2.78 2.27  0.042
15 H -1.18 0.33 3.24  0.004
16 H -1.80 -1.18 3.87  0.008
17 C -4.34 2.98 -0.67  0.000
18 C -3.37 1.82 -0.79  0.002
19 C -3.83 0.73 -1.71  0.002
20 O -2.13 2.38 -1.35  0.002
21 P -0.73 2.13 -0.61  -0.010
22 O -0.86 1.28 0.58  -0.025
23 C 0.41 1.62 -1.88  0.010
24 P 0.46 -0.16 -2.21  0.005
25 O -0.73 -1.00 -1.79  0.023
26 O 0.08 0.04 -3.81  0.000
27 C -1.26 0.11 -4.35  0.001
28 C -1.68 -1.27 -4.89  0.000
29 C -1.23 1.17 -5.43  0.000
30 O 1.98 -0.78 -2.56  0.002
31 C 2.90 -0.66 -3.69  0.001
32 C 2.33 -0.70 -5.11  0.000
33 C 3.75 0.58 -3.39  0.000
34 O -0.22 3.61 -0.30  0.000
35 C -0.99 4.28 0.74  0.000
36 C -1.27 5.64 0.25  0.000
37 C -0.28 4.12 2.06  0.000
38 H -5.30 2.66 -0.30  0.000
39 H -4.53 3.40 -1.65  0.000
40 H -3.96 3.79 -0.04  0.000
41 H -3.14 1.40 0.17  0.000
42 H -3.97 1.16 -2.72  0.000
43 H -4.78 0.30 -1.42  0.000
44 H -3.06 -0.05 -1.72  0.002
45 H 1.41 1.90 -1.56  -0.002
46 H 0.14 2.13 -2.80  0.000
47 H -1.96 0.44 -3.58  -0.001
48 H -0.98 -1.60 -5.63  0.000
49 H -2.64 -1.23 -5.35  0.000
50 H -1.73 -1.97 -4.06  0.001
51 H -0.59 0.88 -6.24  0.000
52 H -0.90 2.15 -5.02  0.000
53 H -2.22 1.33 -5.82  0.000
54 H 3.51 -1.56 -3.58  0.000
55 H 1.98 0.25 -5.48  0.000
56 H 1.54 -1.45 -5.18  0.000
57 H 3.14 -1.00 -5.77  0.000
58 H 3.16 1.49 -3.62  0.000
59 H 4.61 0.68 -4.04  0.000
60 H 4.09 0.63 -2.37  0.000
61 H -1.97 3.76 0.84  0.000
62 H -0.35 6.23 0.34  0.000
63 H -2.06 6.11 0.82  0.000
64 H -1.61 5.64 -0.79  0.000
65 H 0.72 4.58 2.08  0.000
66 H -0.17 3.04 2.30  0.000
67 H -0.87 4.60 2.84  0.000
68 C 4.12 3.12 4.48  0.000
69 C 3.22 1.89 4.32  -0.007
70 C 4.02 0.60 4.70  0.015
71 C 2.01 1.97 5.30  -0.002
72 C 2.75 1.77 2.91  -0.005
73 N 2.45 1.60 1.81  0.008
74 H 4.57 3.18 5.47  0.000
75 H 3.59 4.05 4.33  0.000
76 H 4.93 3.09 3.79  0.000
77 H 4.34 0.75 5.74  0.001
78 H 4.84 0.45 4.00  0.001
79 H 3.34 -0.27 4.66  -0.004
80 H 2.38 2.06 6.33  0.000
81 H 1.44 1.05 5.19  0.001
82 H 1.32 2.78 5.07  0.000
83 C -2.74 -7.93 0.11  0.000
84 C -1.57 -7.09 0.49  0.003
85 C -0.61 -7.48 1.41  -0.005
86 C 0.42 -6.57 1.64  0.000
87 N 0.51 -5.40 1.00  -0.003
88 C -0.43 -5.11 0.09  -0.001
89 S -0.29 -3.67 -0.90  -0.040
90 N -1.46 -5.92 -0.18  -0.003
91 H -2.77 -8.87 0.62  0.000
92 H -2.72 -8.14 -0.96  0.000
93 H -3.66 -7.39 0.27  0.000
94 H -0.66 -8.45 1.89  0.000
95 H 1.22 -6.78 2.34  0.000

Relative energy (zero: lowest compared OMol25 entry of this formula, charge and spin), eV: 1.129
E_tot, hartree: -4034.98245
Lowest unoccupied orbital energy (spin up / spin down), eV: 2.44 / 2.42
Net charge: -1
Multiplicity: 4
HOMO level (spin up / spin down), eV: -5.005 / -5.197
Orbital gap (spin up / spin down), Eh: 0.27360 / 0.28001